#w
{"formula": "H10IO5", "method": "the ωB97M-V functional and the def2-TZVPD basis", "homo_ev": -5.106, "total_charge": -1, "species": ["I", "O", "H", "H", "O", "H", "H", "O", "H", "H", "O", "H", "H", "O", "H", "H"], "coordinates": [[-1.079, -0.173, 0.283], [0.251, 3.301, -0.390], [-0.295, 2.738, 0.166], [1.143, 3.137, -0.071], [-1.846, -0.900, -3.066], [-1.589, -1.685, -2.577], [-1.753, -0.188, -2.423], [1.941, -1.460, -1.482], [1.069, -1.258, -1.118], [1.850, -1.294, -2.422], [2.031, 1.431, 1.255], [1.171, 1.006, 1.130], [2.602, 0.993, 0.619], [-1.895, -1.705, 3.710], [-1.832, -1.301, 2.837], [-1.768, -2.642, 3.548]]}


#x
{"formula": "H10IO5", "method": "the ωB97M-V functional and the def2-TZVPD basis", "homo_ev": -4.908, "total_charge": -1, "species": ["I", "O", "H", "H", "O", "H", "H", "O", "H", "H", "O", "H", "H", "O", "H", "H"], "coordinates": [[-1.283, -0.178, 1.020], [2.019, -1.929, 0.876], [2.747, -1.370, 1.190], [1.179, -1.702, 1.203], [-1.938, -2.934, -1.239], [-1.778, -2.575, -0.384], [-1.349, -2.458, -1.815], [0.965, -0.114, -1.745], [1.084, -1.068, -1.647], [0.096, 0.054, -1.353], [1.682, 2.095, 0.701], [2.028, 2.119, 1.595], [1.243, 1.264, 0.792], [-2.289, 3.273, 0.406], [-1.902, 3.122, -0.456], [-2.506, 2.401, 0.854]]}


Which of them is the most stable? Correct choice: #w.


#w
{"formula": "C2H7O2", "method": "the ωB97M-V functional and the def2-TZVPD basis", "homo_ev": -17.020, "total_charge": 1, "species": ["O", "H", "H", "H", "C", "C", "O", "H", "H", "H", "H"], "coordinates": [[-0.418, -1.449, -0.975], [-0.909, -1.583, -1.798], [0.977, 1.662, 0.209], [0.406, -1.932, -1.140], [0.952, 0.628, 0.569], [-0.455, 0.221, 0.645], [-1.400, 0.957, 0.211], [1.515, -0.094, -0.017], [1.308, 0.668, 1.594], [-0.826, -0.586, 1.260], [-1.150, 1.509, -0.556]]}


#x
{"formula": "C2H7O2", "method": "the ωB97M-V functional and the def2-TZVPD basis", "homo_ev": -13.805, "total_charge": 1, "species": ["O", "H", "H", "H", "O", "C", "C", "H", "H", "H", "H"], "coordinates": [[2.641, -1.337, 3.014], [-2.543, 0.961, 0.270], [3.584, -1.457, 2.962], [1.694, -1.166, 3.099], [-0.780, 1.943, -0.274], [-0.474, 0.798, -0.727], [-1.010, 0.048, -1.891], [0.562, 0.217, -0.404], [-1.454, 0.826, -2.568], [-0.300, -0.670, -2.209], [-1.919, -0.163, -1.271]]}


#y
{"formula": "C2H7O2", "method": "the ωB97M-V functional and the def2-TZVPD basis", "homo_ev": -16.438, "total_charge": 1, "species": ["O", "H", "H", "H", "C", "C", "O", "H", "H", "H", "H"], "coordinates": [[0.303, 1.770, -0.648], [0.126, 2.182, -1.496], [-1.505, -0.516, 1.100], [0.359, 2.500, -0.034], [-0.429, -0.665, 1.148], [0.336, -0.886, -0.069], [-0.137, -1.525, -1.066], [-0.055, 0.277, 1.550], [-0.254, -1.531, 1.811], [1.300, -0.447, -0.332], [-0.044, -1.159, -1.963]]}


Which of them is the most stable? Correct choice: #w.


#w
{"formula": "C5H9ClN3", "method": "the ωB97M-V functional and the def2-TZVPD basis", "homo_ev": -14.050, "total_charge": 1, "species": ["C", "C", "C", "C", "C", "N", "N", "N", "Cl", "H", "H", "H", "H", "H", "H", "H", "H", "H"], "coordinates": [[-0.399, -1.866, 0.652], [3.807, -0.143, -0.036], [-0.994, -2.664, -0.226], [-0.098, 0.165, -0.634], [0.180, 1.614, -0.546], [-0.127, -0.512, 0.455], [2.668, 0.007, -0.031], [0.564, 1.944, 0.812], [5.387, -0.346, -0.028], [-0.097, -2.220, 1.626], [-1.170, -3.694, 0.023], [-1.338, -2.333, -1.192], [-0.290, -0.300, -1.590], [-0.741, 2.149, -0.813], [0.918, 1.879, -1.319], [1.530, 1.663, 0.968], [0.110, 0.069, 1.276], [0.492, 2.936, 0.999]]}


#x
{"formula": "C5H9ClN3", "method": "the ωB97M-V functional and the def2-TZVPD basis", "homo_ev": -13.301, "total_charge": 1, "species": ["C", "C", "C", "C", "C", "N", "N", "N", "Cl", "H", "H", "H", "H", "H", "H", "H", "H", "H"], "coordinates": [[-0.098, 0.142, -0.178], [0.113, -2.424, 0.121], [-0.554, -1.237, -0.456], [2.240, -0.455, -0.312], [-0.744, 2.465, 0.085], [-1.310, -2.124, 0.387], [1.235, 0.400, -0.101], [-1.048, 1.063, -0.136], [3.717, 0.207, 0.166], [0.392, -3.306, -0.407], [0.968, -2.374, 0.793], [-0.977, -1.125, -1.548], [-1.446, -1.803, 1.330], [-1.626, 2.919, 0.139], [-0.373, 2.715, 1.145], [-0.144, 2.780, -0.638], [1.589, 1.410, 0.120], [-1.934, 0.745, -0.510]]}


Which of them is the most stable? Correct choice: #w.


#w
{"formula": "C5H6OS2", "method": "the ωB97M-V functional and the def2-TZVPD basis", "homo_ev": -8.802, "total_charge": 0, "species": ["C", "C", "C", "C", "C", "H", "H", "H", "H", "H", "H", "O", "S", "S"], "coordinates": [[2.270, 0.911, 0.027], [0.829, 1.373, -0.053], [-0.146, 0.330, -0.565], [-0.500, -0.929, 0.291], [-1.974, -0.875, 0.170], [3.040, 1.615, 0.385], [0.174, -0.089, -1.574], [-0.298, -0.795, 1.407], [0.007, -1.839, 0.010], [-2.468, -1.671, -0.462], [-2.454, -0.855, 1.090], [0.621, 2.554, 0.177], [2.766, -0.555, -0.377], [-1.868, 0.825, -0.526]]}


#x
{"formula": "C5H6OS2", "method": "the ωB97M-V functional and the def2-TZVPD basis", "smiles": "C=C[C@H]1OCC(=S)S1", "homo_ev": -8.799, "total_charge": 0, "species": ["C", "C", "C", "O", "C", "C", "S", "S", "H", "H", "H", "H", "H", "H"], "coordinates": [[2.161, -0.460, 0.659], [1.350, 0.697, 0.533], [0.421, 0.841, -0.515], [-0.035, -0.470, -1.061], [-1.231, -0.892, -0.468], [-2.195, 0.311, -0.112], [-3.729, -0.012, 0.370], [-1.154, 1.727, -0.222], [2.564, -1.055, -0.398], [2.794, -0.593, 1.674], [1.127, 1.516, 1.261], [0.890, 1.581, -1.116], [-1.851, -1.597, -1.149], [-1.113, -1.594, 0.543]]}


Which of them is the most stable? Correct choice: #w.


#w
{"formula": "C5H6OS2", "method": "the ωB97M-V functional and the def2-TZVPD basis", "smiles": "S=C1C[C@]2(CO2)CS1", "homo_ev": -8.732, "total_charge": 0, "species": ["S", "C", "C", "C", "C", "O", "C", "S", "H", "H", "H", "H", "H", "H"], "coordinates": [[2.667, 0.206, 0.706], [1.063, 0.325, 0.047], [-0.163, 1.043, 0.603], [-1.380, 0.151, 0.149], [-2.208, -0.347, 1.262], [-2.654, 0.676, 0.309], [-1.168, -0.604, -1.240], [0.630, -0.778, -1.291], [-0.047, 1.077, 1.695], [-0.290, 2.055, 0.076], [-1.936, -0.009, 2.331], [-2.679, -1.313, 1.242], [-1.630, 0.019, -2.134], [-1.803, -1.502, -1.248]]}


#x
{"formula": "C5H6OS2", "method": "the ωB97M-V functional and the def2-TZVPD basis", "smiles": "C1S[C@H]2S[C@@H]1[C@@H]1O[C@H]21", "homo_ev": -8.568, "total_charge": 0, "species": ["C", "S", "C", "S", "C", "C", "O", "C", "H", "H", "H", "H", "H", "H"], "coordinates": [[0.881, 1.266, 0.324], [-0.415, 1.568, -1.026], [-0.587, -0.180, -1.357], [1.045, -0.852, -1.380], [1.081, -0.212, 0.286], [-0.196, -0.715, 0.964], [-0.764, -1.927, 0.430], [-1.209, -0.729, -0.086], [1.728, 1.898, 0.065], [0.299, 1.617, 1.207], [-1.095, -0.368, -2.274], [1.981, -0.522, 0.752], [-0.476, -0.412, 1.976], [-2.273, -0.432, 0.119]]}


#y
{"formula": "C5H6OS2", "method": "the ωB97M-V functional and the def2-TZVPD basis", "smiles": "C[C@H]1SC(=O)[C@H]2S[C@@H]21", "homo_ev": -9.438, "total_charge": 0, "species": ["C", "C", "S", "C", "O", "C", "S", "C", "H", "H", "H", "H", "H", "H"], "coordinates": [[1.483, -1.375, -0.345], [0.498, -0.458, 0.343], [1.055, 1.346, 0.212], [-0.666, 2.039, -0.033], [-0.879, 3.137, -0.437], [-1.483, 0.866, 0.453], [-2.617, -0.441, -0.006], [-0.865, -0.258, -0.279], [1.168, -2.422, -0.238], [2.514, -1.344, 0.065], [1.500, -1.119, -1.401], [0.395, -0.633, 1.463], [-1.361, 0.768, 1.524], [-0.743, -0.106, -1.322]]}


Which of them is the most stable? Correct choice: #x.


#w
{"formula": "C5H13N6", "method": "the ωB97M-V functional and the def2-TZVPD basis", "smiles": "C=C(C)NC(=[NH2+])N/C(N)=N/N", "homo_ev": -11.647, "total_charge": 1, "species": ["C", "C", "C", "N", "C", "N", "N", "C", "N", "N", "N", "H", "H", "H", "H", "H", "H", "H", "H", "H", "H", "H", "H", "H"], "coordinates": [[-0.193, -1.155, 1.383], [-0.936, -1.160, 0.251], [-1.299, -2.395, -0.571], [-1.406, 0.100, -0.364], [-1.052, 1.376, -0.227], [-2.032, 2.336, -0.383], [0.196, 1.757, 0.010], [1.330, 0.956, -0.008], [2.391, 1.265, 0.795], [1.325, -0.115, -0.660], [2.420, -0.948, -0.639], [-0.166, -0.174, 1.856], [0.001, -2.083, 1.809], [-0.602, -3.092, -0.735], [-1.896, -2.165, -1.388], [-2.062, -2.865, 0.107], [-2.258, -0.005, -0.908], [-1.946, 3.401, -0.281], [-2.930, 2.054, -0.808], [0.360, 2.684, -0.214], [2.346, 2.085, 1.445], [2.810, 0.484, 1.200], [2.332, -1.808, -1.056], [3.266, -0.534, -0.613]]}


#x
{"formula": "C5H13N6", "method": "the ωB97M-V functional and the def2-TZVPD basis", "homo_ev": -14.022, "total_charge": 1, "species": ["C", "C", "C", "C", "C", "N", "N", "N", "N", "N", "N", "H", "H", "H", "H", "H", "H", "H", "H", "H", "H", "H", "H", "H"], "coordinates": [[-3.050, 1.334, -0.279], [-1.007, -2.620, -0.441], [1.209, 1.459, 0.814], [1.549, -0.083, 0.557], [-0.369, -1.533, 0.322], [-3.851, 0.423, 0.193], [-1.795, 0.940, -0.286], [-3.084, -0.623, 0.510], [-1.869, -0.282, 0.202], [0.548, 2.003, -0.345], [0.607, -0.888, -0.262], [-3.503, 2.241, -0.599], [-1.242, -2.474, -1.535], [-1.650, -3.174, 0.138], [-0.278, -3.489, -0.467], [0.616, 1.428, 1.638], [2.080, 2.054, 1.122], [1.812, -0.497, 1.442], [2.520, -0.269, -0.082], [-0.178, -1.445, 1.431], [1.235, 2.108, -1.082], [0.290, 2.917, 0.002], [0.584, -0.592, -1.219], [-0.711, 1.374, -0.691]]}


Which of them is the most stable? Correct choice: #w.